Record 1
Entry from OMol25: a structure of composition C18H26BIN2O2Pb at a distorted geometry (ωB97M-V with the def2-TZVPD basis set).

Properties
* calculated total energy: -1476.97120 a.u.
* charge: 0
* gap between HOMO and LUMO: 0.233 Eh
* max |F|: 2.99 eV Å⁻¹

Each line ends with the Löwdin charge.
Geometry (Å):
1 C -3.19551 -3.09372 -1.50432  -0.274
2 C -3.93720 -2.20484 -0.50504  -0.239
3 H -3.49447 -2.88133 -2.53462  0.070
4 H -3.44122 -4.14735 -1.31763  0.072
5 H -2.08800 -3.06544 -1.46541  -0.147
6 H -3.82892 -1.12273 -0.66725  -0.014
7 H -5.00813 -2.42263 -0.60570  0.065
8 H -3.66127 -2.43007 0.52929  0.064
9 C 0.76395 0.45846 -3.47413  -0.160
10 C 1.59501 1.16237 -4.32661  -0.037
11 C 1.63153 2.55807 -4.22432  -0.041
12 C 0.84633 3.18148 -3.25708  -0.006
13 H 0.71395 -0.64067 -3.49620  -0.035
14 H 2.20340 0.60777 -5.04498  0.117
15 H 2.27183 3.14742 -4.87564  0.111
16 H 0.86226 4.26041 -3.13121  0.100
17 N 0.00846 1.05806 -2.53957  -0.042
18 C 0.04240 2.41165 -2.40495  -0.190
19 C -0.72657 2.97984 -1.28045  -0.202
20 N -1.37358 2.11859 -0.46025  0.038
21 C -2.00300 2.58772 0.62769  -0.109
22 C -1.39496 4.85455 0.10713  -0.052
23 C -2.04470 3.94922 0.95299  -0.048
24 H -2.48344 1.83995 1.26210  0.121
25 H -2.57793 4.26737 1.84844  0.107
26 C -0.73002 4.36560 -1.01867  -0.005
27 H -0.19933 5.02282 -1.69755  0.097
28 H -1.39391 5.92389 0.31777  0.111
29 Pb -1.22777 -0.59811 -1.23145  1.059
30 I 0.35692 -3.02051 -2.34940  0.162
31 C 3.23609 -2.04562 1.56420  -0.011
32 C 1.74763 -1.80108 1.51665  -0.495
33 C 1.06975 -3.17683 1.47327  -0.031
34 O 1.50593 -1.08432 0.29828  0.014
35 B 0.32633 -0.47951 0.59605  -0.825
36 O 0.03671 -0.19729 1.88564  0.084
37 C 1.12266 -0.83495 2.58498  -0.486
38 C 0.53280 -1.46413 3.82260  -0.011
39 C 2.11983 0.23778 3.02237  -0.016
40 H 3.49031 -2.62423 2.46009  0.095
41 H 3.80770 -1.11197 1.58224  0.084
42 H 3.52669 -2.63354 0.68103  0.106
43 H 1.26452 -3.66196 0.50518  0.040
44 H 1.47769 -3.80684 2.27794  0.095
45 H -0.02095 -3.13662 1.61217  0.093
46 H 1.31147 -1.96850 4.40931  0.098
47 H 0.10980 -0.66860 4.45038  0.096
48 H -0.25182 -2.19163 3.57999  0.089
49 H 2.64707 0.69595 2.17258  0.098
50 H 1.58635 1.02549 3.57195  0.095
51 H 2.86736 -0.19943 3.70015  0.095

Record 2
Entry from OMol25: a cluster of 3 separate species, C5H14NS in total at a distorted geometry (ωB97M-V with the def2-TZVPD basis set).

Properties
* calculated total energy: -651.31240 a.u.
* charge: +1
* ΔE to the lowest compared entry with this formula, charge and spin: 788.0 kJ/mol
* gap between HOMO and LUMO: 0.216 Eh
* max |F|: 3.56 eV Å⁻¹

Each line ends with the Löwdin charge.
Geometry (Å):
1 C -0.74561 -1.08444 0.99634  -0.085
2 C 0.10897 -0.49745 -0.08273  -0.298
3 C -0.32903 0.19959 -1.19104  0.038
4 C 0.99581 1.71512 1.05997  -0.366
5 S 1.65203 2.41304 2.42922  0.986
6 C -0.20926 1.49959 3.19920  -0.072
7 N 0.18807 -1.76583 -4.34423  -0.015
8 H -1.28636 -0.28284 1.48404  0.055
9 H -1.49234 -1.53450 0.32607  0.095
10 H -0.13627 -1.86927 1.50484  0.110
11 H 1.13019 -0.74325 -0.15994  0.095
12 H -1.05114 -0.37290 -1.93224  0.120
13 H 0.12035 1.22122 -1.45817  0.094
14 H -0.02493 1.87386 0.84873  0.012
15 H 1.51506 1.16479 0.29783  0.023
16 H -0.39349 0.33711 3.29340  0.104
17 H 0.06227 1.92243 4.10513  -0.032
18 H -1.13768 2.04849 2.79123  0.103
19 H -0.38940 -2.52717 -4.74917  0.023
20 H 0.47234 -1.99069 -3.38340  -0.006
21 H 0.95042 -1.72688 -5.03509  0.018